Entry 1:
11 unconnected molecules or ions with the total composition C43H47Br4F6N3O6 in a non-equilibrium geometry, computed with the ωB97M-V functional and the def2-TZVPD basis.

Geometry as XYZ:
```
109
Properties=species:S:1:pos:R:3:forces:R:3
H -2.7906 -2.2193 -2.0518 -0.10 -0.56 0.24
F 2.2772 -2.4886 4.7848 0.03 -0.01 -0.24
H -3.6371 -2.4812 4.1863 -0.10 -0.09 -0.25
H 3.9180 -1.2250 3.5499 0.28 -0.24 -0.06
H 0.7159 2.9840 0.6706 -0.33 -0.11 -0.11
H 2.0257 -3.7559 -1.4861 -0.26 -0.15 -0.21
F -5.0203 1.0728 -0.1917 -0.37 0.51 0.21
C 3.6676 -4.7789 -2.4304 1.52 -0.60 -1.28
F -0.8291 1.3226 1.8921 -0.57 -0.97 0.24
C -2.5347 5.7731 -3.3560 -3.17 0.91 0.16
C -1.1303 4.1446 -2.4189 1.80 0.48 0.01
H 2.8770 -1.5288 -2.0780 -0.06 0.05 0.17
C -0.3126 -5.3003 -2.8753 -0.65 1.03 -0.13
H 0.4987 -1.7713 3.0220 0.07 0.18 0.07
H -0.9616 1.9436 4.5356 0.04 -0.25 -0.13
H 2.4653 0.5832 2.9433 -0.31 0.04 -0.12
H 2.7503 1.9154 -5.6238 0.27 0.08 0.38
H 1.8089 4.9682 1.7652 -0.17 -0.06 -0.58
C 0.1098 -5.0559 2.4528 0.10 -1.69 0.26
O -1.2727 0.6644 -1.4933 0.58 0.24 0.01
C -0.2671 6.2073 -3.3805 2.96 -0.77 1.33
Br -3.0587 0.1486 5.2129 -0.24 -0.35 -0.61
N -1.0037 -4.9689 -1.5486 -0.43 0.04 -0.18
C -4.6369 2.1855 0.4639 1.06 0.80 1.81
C 1.6314 -3.3288 3.9458 -0.26 -0.70 -0.25
O -1.8348 -5.7881 -1.1467 1.47 1.63 -0.09
C 2.6526 2.5159 -4.7193 -0.43 1.26 1.20
C 3.4661 -2.3983 -2.3296 -0.50 -0.67 0.64
Br -4.1750 0.0829 -3.0595 -0.45 -0.61 0.19
H -3.5798 6.0142 -3.4825 -0.05 0.61 -0.51
H -2.3592 -2.1510 3.0112 -0.32 -0.22 -0.39
C -0.0188 4.9806 -2.7421 -2.52 -0.96 -0.07
C 0.5434 3.1741 1.7197 0.27 0.76 1.75
C -4.7616 -1.4006 -1.8684 0.43 0.52 -0.18
H 1.1523 -6.6280 3.5176 0.01 -0.06 -0.23
O -0.7453 -3.8456 -1.0557 -0.64 -2.41 -0.59
C 1.8644 -4.6982 4.0433 -0.37 -0.04 0.86
H 5.5871 -5.4787 -3.2450 -0.25 -0.17 -0.04
H 0.7612 -0.7785 -1.5783 -0.08 -0.47 0.09
C -0.2252 2.3079 2.5428 1.72 2.11 -1.30
C 3.1390 0.2251 2.1788 1.45 0.03 0.04
C 0.4435 -0.6528 -0.5432 0.62 0.77 -0.64
H 0.3508 -6.1651 -2.8762 0.02 0.29 0.68
H 4.4706 0.8889 -0.8870 -0.46 0.42 0.01
C -2.3879 4.5799 -2.7333 0.63 -1.18 0.04
C -5.3921 2.6648 1.5806 -1.36 -2.10 -1.24
H 2.6971 1.7410 0.6380 -0.22 0.11 0.43
H -5.8007 -1.6512 -2.0815 0.20 0.11 -0.19
C 2.9505 -3.6723 -2.0377 -0.07 0.49 -0.04
C -3.0059 3.8644 1.0115 -0.40 -1.57 -0.46
Br -4.2173 -3.5321 -3.7557 0.46 0.42 1.10
H 3.3122 3.3756 -4.6020 0.37 -0.17 -0.82
C 4.2479 0.4638 0.0805 0.70 -0.95 -0.74
C 1.1624 4.3037 2.3192 0.38 -0.84 -0.35
H 0.5654 -1.5134 0.1145 -0.65 -0.02 -0.36
H -1.1002 -5.4959 -3.6030 -0.22 -0.06 0.30
C 4.9895 -0.6601 0.3756 1.40 -0.10 0.18
H -1.0426 3.1803 -1.9404 0.57 -0.07 0.02
H 1.6662 2.9523 -4.5623 -0.12 -0.53 -0.25
H -2.7327 2.2839 -0.5220 0.05 0.04 -0.03
C 3.2964 0.9003 0.9549 -0.72 -0.06 0.82
H -5.6479 3.9498 3.2423 0.15 0.14 -0.01
C 4.9504 -1.2442 1.6248 -0.33 -0.47 -0.07
H -4.7318 -0.3227 3.3480 0.20 0.43 0.25
C -0.3206 2.5322 3.8961 -0.02 0.90 0.58
F 5.7652 -2.3008 1.8943 -0.28 0.55 -0.06
C 4.7104 -2.2019 -2.8885 -0.49 -0.14 0.19
C -3.4010 -1.9523 3.2630 -0.19 -0.68 0.26
C 1.1143 4.5478 3.6812 -1.96 -1.35 0.71
O 4.0573 1.3076 -3.3451 2.54 -0.64 -0.06
H -3.2221 3.9210 -2.5421 -0.18 0.16 0.07
F 3.1240 -6.0510 -2.4461 0.33 1.18 0.61
C 0.3221 3.6629 4.4514 0.41 -0.04 -0.77
H -3.1095 0.1075 2.6949 -0.17 0.05 0.11
O -1.7829 -0.6562 0.1541 1.45 1.09 -1.47
C -5.0191 3.6519 2.4163 2.05 1.20 -1.20
C -3.8185 -2.5774 -1.9936 -1.11 0.28 -1.05
C 4.0416 -0.8087 2.5610 -1.44 0.95 -0.29
H -1.6095 7.6359 -4.0237 -0.55 -0.05 -0.06
H -6.3573 2.2554 1.8400 -0.12 -0.71 -0.50
H 0.1361 -4.3464 -3.1528 0.45 -0.44 -0.01
H -2.0200 4.2647 0.8268 -0.10 0.46 0.05
H -3.5900 5.2219 2.5585 0.51 -0.03 0.21
H 1.5132 5.4280 4.1634 0.30 -0.02 -0.22
C -3.3720 2.7241 0.2288 -1.17 0.61 0.75
H 0.5434 6.8952 -3.5710 0.35 -0.17 -0.07
H -4.6950 -0.9697 -0.8694 0.11 -0.15 -0.09
H 5.7554 -0.9773 -0.3166 -0.03 -0.25 -0.10
H -0.9239 -3.3250 1.6958 0.10 0.03 -0.22
H -0.4289 -5.8868 2.0219 -0.73 0.61 -0.72
C -1.5266 6.6433 -3.6064 0.00 0.35 -0.70
C 4.9651 -4.6363 -2.9810 -0.41 1.82 0.11
C -3.6567 -0.4825 3.4303 -0.37 0.18 -0.38
Br -4.6810 -2.7782 1.8876 1.17 0.73 0.90
C 0.6787 -2.8350 3.0733 -0.34 0.15 -0.25
C 5.4764 -3.3118 -3.2052 -0.60 -1.58 0.21
H -4.0852 -3.2801 -1.2042 0.59 -0.16 -0.16
N -0.9609 -0.1322 -0.6479 -1.49 -2.10 2.30
O 2.0675 1.5842 -2.6258 1.15 0.59 -1.43
C -3.8134 4.2983 2.0452 -0.38 0.71 0.67
H 2.4525 -5.1440 4.8319 0.53 0.44 0.00
H 0.1971 3.8588 5.5061 -0.03 -0.09 0.11
C -0.1182 -3.7048 2.3064 0.70 0.04 0.71
C 1.0679 -5.5684 3.3262 0.13 1.14 -0.11
N 2.9770 1.7599 -3.4700 -3.83 -0.69 1.04
H 4.9762 -1.1599 -2.9879 0.59 -0.11 -0.43
H 6.4409 -3.2018 -3.6785 0.14 -0.05 0.11
F 1.2021 4.4920 -2.4453 0.21 0.64 -0.22
H 1.1271 0.1131 -0.1769 -0.47 0.38 0.15
```
Positions in Å, forces in eV/Å.

As for the highest occupied orbital energy: -9.0 eV. Its structure (SMILES) is C[N+](=O)[O-].C[N+](=O)[O-].C[N+](=O)[O-].Fc1ccccc1.Fc1ccccc1.Fc1ccccc1.Fc1ccccc1.Fc1ccccc1.Fc1ccccc1.BrCCBr.BrCCBr. The calculated total energy is -358573.3266 eV. The value obtained for the HOMO-LUMO gap is 8.86 eV. As for the molar mass: 1135.47 g/mol.

Löwdin atomic charge list, values in e, 99 entries: H 0.028; F 0.046; H 0.043; H 0.102; H 0.100; H 0.098; F 0.011; C -0.244; F 0.065; C -0.112; C 0.000; H 0.082; C 0.053; H 0.108; H 0.044; H 0.098; H 0.108; H 0.100; C -0.093; O 0.022; C -0.037; Br 0.637; N -0.375; C -0.241; C -0.274; O 0.057; C 0.061; C -0.082; Br 0.612; H 0.109; H 0.035; C -0.236; C -0.016; C -0.654; H 0.106; O 0.003; C -0.016; H 0.106; H 0.087; C -0.302; C -0.048; C 0.054; H 0.094; H 0.089; C -0.094; C -0.044; H 0.083; H 0.060; C -0.014; C -0.070; Br 0.521; H 0.105; C -0.094; C -0.082; H 0.090; H 0.086; C -0.026; H 0.090; H 0.085; H 0.076; C -0.108; H 0.109; C -0.266; H 0.044; C -0.018; F 0.052; C -0.108; C -0.596; C -0.087; O 0.077; H 0.109; F 0.020; C -0.061; H 0.040; O 0.007; C -0.085; C -0.619; C 0.001; H 0.114; H 0.111; H 0.085; H 0.093; H 0.097; H 0.099; C -0.004; H 0.113; H 0.012; H 0.114; H 0.085; H 0.102; C -0.098; C 0.010; C -0.659; Br 0.580; C -0.014; C -0.062; H 0.035; N -0.384; O 0.026

***

Entry 2:
2 unconnected molecules or ions with the total composition C3H12NO3S, computed with the ωB97M-V functional and the def2-TZVPD basis.

Geometry as XYZ:
```
20
Properties=species:S:1:pos:R:3:forces:R:3
C 1.5894 0.3400 -0.8393 0.36 -0.01 -0.25
O -0.9572 1.9697 2.4153 -0.17 -0.20 -0.29
H -1.0811 -0.0452 1.2337 -0.02 -0.15 0.03
H -1.4229 -1.1044 -1.8970 -0.01 -0.16 0.00
H 0.2939 1.3540 0.4769 0.01 -0.09 0.12
C -0.5995 -0.4744 0.3508 -0.32 0.08 0.44
O -2.7634 0.2992 -0.7688 0.16 0.06 -0.21
H 2.0092 -1.4806 0.2803 0.07 0.02 0.00
H 3.1041 -1.1166 -1.0288 -0.04 -0.03 -0.11
C 2.0544 -1.0977 -0.7386 -0.11 0.03 0.15
H -0.0344 -1.3433 0.6656 0.25 0.05 -0.30
H 1.5543 0.6591 -1.8794 -0.11 -0.03 0.01
H 1.5024 -1.7680 -1.3974 0.00 0.00 0.01
H 2.2932 1.0045 -0.3428 -0.15 0.00 0.17
H -1.8773 2.1250 2.1675 0.01 0.13 0.01
H -0.3709 1.0787 -0.9656 -0.04 0.03 0.05
H -0.9692 2.0130 3.3783 0.18 0.01 0.01
S -2.0019 -0.9121 -0.6811 -0.14 0.16 0.15
N 0.2078 0.6309 -0.2470 -0.01 0.16 0.03
O -2.5309 -2.1318 -0.1825 0.06 -0.05 -0.04
```
Positions in Å, forces in eV/Å.

As for the highest occupied orbital energy: -15.6 eV. The total charge is +1. The calculated total energy is -21765.3535 eV. The relative energy (zero: lowest compared OMol25 entry of this formula, charge and spin) comes out at 33.5 kcal/mol. The value obtained for the HOMO-LUMO gap is 12.20 eV. As for the molar mass: 142.20 g/mol.

Population analysis type natural (NBO), resulting atomic charges in e: C -0.221; O -0.980; H 0.294; H -0.012; H 0.473; C -0.532; O -0.918; H 0.226; H 0.267; C -0.643; H 0.271; H 0.230; H 0.228; H 0.236; H 0.490; H 0.448; H 0.501; S 2.027; N -0.521; O -0.866

***

Entry 3:
C21H29N3O3S2 in the gas phase in a non-equilibrium geometry, computed with the ωB97M-V functional and the def2-TZVPD basis.

Geometry as XYZ:
```
58
Properties=species:S:1:pos:R:3:forces:R:3
C 3.1896 0.9728 0.3593 0.35 -0.11 0.29
H 5.2374 0.7414 -0.2665 -0.11 0.14 0.01
O -2.8759 3.2654 -1.5860 -0.12 0.15 -0.04
C -2.0397 -2.7929 0.6950 -0.08 0.03 -0.03
H -2.5344 1.2426 -1.7511 -0.06 0.02 0.02
C 1.1767 -1.8562 -0.9304 1.05 -0.33 0.67
C -1.1731 -1.5044 -1.6121 0.22 -0.09 0.14
H -0.8611 2.9173 -1.8449 -0.01 0.07 0.02
C 0.3177 1.6444 2.1772 -0.22 -0.16 -0.27
H -3.2500 -1.2370 -2.0497 -0.04 0.08 -0.14
H 0.6849 1.0226 0.1567 0.00 -0.18 0.10
C -2.9313 1.7390 0.3016 -0.03 0.02 -0.34
C -0.6899 -2.6741 0.4362 0.23 0.10 -0.25
H 0.7953 2.6165 2.0517 0.08 0.03 0.05
H -0.1970 3.6194 0.3935 0.03 0.07 0.00
H 3.3903 -0.6205 -3.8820 0.07 -0.05 -0.11
H 0.0389 -3.0786 1.1211 0.08 -0.03 0.09
H -4.2177 1.7736 -1.4446 0.05 -0.06 0.01
H 3.7159 0.6421 -2.6900 0.06 0.04 -0.03
C -4.9267 -3.3185 1.5364 0.27 0.32 -0.45
H -1.6043 2.5101 2.6756 -0.06 -0.09 -0.03
H -4.4799 -4.2990 1.4021 -0.01 -0.09 0.09
N 2.1318 -2.2535 -0.1386 -0.92 -0.12 0.03
H -4.4982 -2.8008 2.3896 0.00 -0.06 0.12
H -3.1328 0.6959 0.5548 -0.05 -0.01 0.02
H 2.6917 -0.0713 2.0182 0.04 -0.02 -0.24
S 4.9202 -1.0001 1.3670 0.23 0.00 0.01
H 5.0324 1.3518 1.3867 0.03 0.02 -0.06
H -1.8641 4.1282 0.7861 0.06 -0.02 0.00
H -0.8296 -1.0042 -2.5041 0.02 0.08 -0.09
S -4.7112 -2.3288 0.0287 -0.16 -0.08 0.12
C 2.9805 -1.1549 -1.8751 0.96 -0.51 0.66
C 3.7838 -0.4296 -2.8861 -0.36 0.10 0.06
H 0.5187 1.3010 3.1941 0.03 0.06 0.05
H 0.4282 -0.3183 1.2950 0.00 0.04 -0.07
O 1.6352 -1.1893 -2.0106 -0.47 0.15 -0.13
H 5.4203 -1.8830 -0.8074 -0.01 -0.14 -0.01
C -3.1698 1.9464 -1.1938 -0.16 -0.26 0.30
H -2.3594 -3.2932 1.5949 -0.05 -0.04 0.07
H -1.6457 0.7883 2.2337 -0.04 0.03 0.04
H -3.6225 2.3856 0.8721 0.00 -0.05 -0.01
C 0.8985 0.6595 1.1639 -0.09 0.33 0.03
C -1.5368 3.5752 -1.2786 0.27 0.16 0.23
C 4.6118 -2.0627 -0.0990 0.12 0.46 0.28
H -1.3814 4.6101 -1.5880 0.06 -0.07 0.02
H -5.9997 -3.4174 1.6681 -0.05 -0.01 0.02
C -1.1955 1.7530 1.9822 0.19 0.02 0.11
C -1.2508 3.4084 0.2131 -0.03 -0.03 -0.33
C 3.2925 -1.8194 -0.7166 -0.07 0.37 -1.14
N -1.5434 2.0394 0.6033 -0.15 0.05 0.01
H 4.6724 -3.0757 0.2959 0.06 -0.03 -0.09
O 2.8766 1.6312 -0.6137 -0.15 0.37 -0.36
H 4.8246 -0.7385 -2.8401 0.05 -0.03 -0.01
C -2.9644 -2.2669 -0.2003 -0.23 -0.06 0.09
N 2.3289 0.5160 1.2799 -0.17 -0.03 0.41
C 4.6510 0.6457 0.6473 0.08 -0.49 0.03
C -2.5195 -1.6305 -1.3594 -0.16 -0.10 0.17
C -0.2401 -2.0236 -0.7124 -0.61 0.02 -0.15
```
Positions in Å, forces in eV/Å.

As for the highest occupied orbital energy: -7.8 eV. Its structure (SMILES) is CSc1ccc(-c2nc(CSCC(=O)NCCCN3CCOCC3)c(C)o2)cc1. The calculated total energy is -54531.7676 eV. The relative energy (zero: lowest compared OMol25 entry of this formula, charge and spin) comes out at 8.8 kcal/mol. The value obtained for the HOMO-LUMO gap is 8.25 eV. As for the molar mass: 435.61 g/mol.

Population analysis type natural (NBO), resulting atomic charges in e: C 0.674; H 0.238; O -0.524; C -0.258; H 0.164; C 0.466; C -0.176; H 0.169; C -0.397; H 0.223; H 0.243; C -0.249; C -0.170; H 0.202; H 0.210; H 0.231; H 0.236; H 0.193; H 0.259; C -0.742; H 0.170; H 0.222; N -0.466; H 0.219; H 0.209; H 0.409; S 0.188; H 0.253; H 0.166; H 0.229; S 0.263; C 0.295; C -0.671; H 0.203; H 0.198; O -0.407; H 0.224; C -0.072; H 0.217; H 0.196; H 0.166; C -0.242; C -0.072; C -0.532; H 0.193; H 0.239; C -0.211; C -0.256; C 0.022; N -0.450; H 0.247; O -0.653; H 0.223; C -0.158; N -0.619; C -0.632; C -0.239; C -0.064

***

Entry 4:
C4H6N2O2 in the gas phase in a non-equilibrium geometry, computed with the ωB97M-V functional and the def2-TZVPD basis.

Geometry as XYZ:
```
14
Properties=species:S:1:pos:R:3:forces:R:3
C 1.4096 -1.0111 -0.1208 -2.43 -3.17 -0.42
H -1.1437 2.5382 0.8946 -0.11 -0.35 1.48
C -0.3602 0.4570 0.5650 -2.67 0.38 1.54
O -1.1206 2.5952 -0.0500 -0.57 0.48 -2.09
C -0.7725 1.4274 -0.5652 2.68 0.02 0.27
N 0.0462 -0.8915 0.4915 1.79 -0.49 -0.98
C 0.1474 -1.5902 -0.8358 0.43 1.47 1.38
H 1.7846 -0.2115 -0.6181 0.97 2.65 -1.11
H 2.1900 -1.6597 0.3054 -0.91 0.14 0.13
H -0.3978 -0.9546 -1.5852 1.18 -1.31 0.20
N -0.7168 0.8518 1.7484 1.17 -2.87 -0.77
H -0.5448 -0.1224 2.2075 -0.40 2.37 0.39
O -0.5234 1.2447 -1.7306 -0.89 -0.04 0.35
H 0.0021 -2.6731 -0.7066 -0.24 0.73 -0.37
```
Positions in Å, forces in eV/Å.

As for the highest occupied orbital energy: -10.0 eV. Its structure (SMILES) is [H]/N=C(/C(=O)O)N1CC1. The calculated total energy is -11318.1529 eV. The relative energy (zero: lowest compared OMol25 entry of this formula, charge and spin) comes out at 66.6 kcal/mol. The value obtained for the HOMO-LUMO gap is 10.10 eV. As for the molar mass: 114.10 g/mol.

Population analysis type natural (NBO), resulting atomic charges in e: C -0.244; H 0.516; C 0.289; O -0.648; C 0.733; N -0.467; C -0.260; H 0.200; H 0.216; H 0.249; N -0.621; H 0.378; O -0.558; H 0.217

***

no.,LUMO (Eh)
1,-0.006
2,-0.124
3,0.018
4,0.002